{"formula": "C4H10N2O", "method": "the ωB97M-V functional and the def2-TZVPD basis", "total_charge": 1, "homo_energy_ev": [-14.74, -14.59], "gap_ha": [0.42638, 0.24524], "s_squared": 0.756, "multiplicity": 2, "species": ["O", "N", "N", "C", "C", "C", "C", "H", "H", "H", "H", "H", "H", "H", "H", "H", "H"], "coordinates": [[2.39852, -1.83268, 0.48772], [-0.33867, 0.46715, -0.38485], [0.21605, -2.42804, 0.36330], [-0.18300, 1.54467, -1.40581], [-1.41196, 0.77604, 0.57000], [1.25446, -1.54902, 0.29303], [0.87421, -0.01822, 0.14122], [-1.17009, 1.85995, -1.71336], [-2.31421, 0.99234, 0.00955], [0.44617, 1.13181, -2.19281], [-0.60632, -1.98749, 0.71983], [0.43330, -3.34670, 0.72317], [-1.09251, 1.56255, 1.25241], [0.95743, 0.16269, 1.22782], [0.36468, 2.35336, -0.91568], [1.72291, 0.41452, -0.38369], [-1.55097, -0.10294, 1.20813]], "mulliken_spin": [0.088, 0.670, 0.018, 0.009, 0.011, 0.056, 0.023, 0.000, 0.001, 0.011, -0.002, 0.004, 0.029, 0.030, 0.033, 0.009, 0.009]}

---

{"formula": "C4H10N2O", "method": "the ωB97M-V functional and the def2-TZVPD basis", "total_charge": 1, "homo_energy_ev": [-13.75, -12.28], "gap_ha": [0.35518, 0.14477], "s_squared": 0.762, "multiplicity": 2, "species": ["O", "N", "N", "C", "C", "C", "C", "H", "H", "H", "H", "H", "H", "H", "H", "H", "H"], "coordinates": [[0.32033, 1.69683, 0.46161], [0.35171, -2.03428, -0.96316], [0.92580, -0.91941, 1.00982], [-0.30572, -1.11421, 1.75544], [1.21860, -1.65661, -0.01766], [-1.15321, 2.78757, -1.00482], [-0.06100, 2.03614, -0.77011], [0.57997, 1.71484, -1.58782], [-1.33920, 3.11388, -2.01680], [2.23674, -2.00599, -0.15550], [-0.52367, -1.57206, -1.12430], [-0.26270, -2.06131, 2.29562], [-1.19559, -1.11429, 1.11240], [-0.41203, -0.31326, 2.48066], [0.65430, 0.77366, 0.51977], [0.76827, -2.41413, -1.80079], [-1.80259, 3.08264, -0.19436]], "mulliken_spin": [0.123, 0.117, 0.484, -0.015, -0.014, 0.216, 0.026, 0.000, 0.001, 0.023, -0.008, 0.016, 0.039, 0.004, -0.009, -0.007, 0.005]}

---

{"formula": "C4H10N2O2", "method": "the ωB97M-V functional and the def2-TZVPD basis", "homo_energy_ev": -8.35, "gap_ha": 0.17376, "species": ["O", "O", "N", "N", "C", "C", "C", "C", "H", "H", "H", "H", "H", "H", "H", "H", "H", "H"], "coordinates": [[2.53993, -0.31201, -0.35010], [-2.20998, -0.26742, 0.16842], [0.32970, -1.00429, -0.36828], [-0.61956, 1.06096, 1.72154], [1.73651, -1.29983, -0.50303], [0.14819, 1.32963, 0.58051], [-1.59228, 0.16410, -0.93024], [-0.06977, 0.29714, -0.65145], [0.62140, 0.67029, -1.42880], [-0.08753, 0.51481, 2.38788], [1.88414, -2.17863, 0.19197], [-0.08281, 2.31940, 0.16219], [1.75496, -1.69482, -1.55363], [-1.90834, 1.13780, -1.36977], [1.20883, 1.26216, 0.78458], [-1.70796, -0.57182, -1.74053], [-0.37165, -1.66674, -0.69526], [-1.49831, 0.55430, 1.44859]], "nbo_charge": [-0.649, -0.656, -0.360, -0.730, 0.065, -0.198, -0.073, -0.048, 0.247, 0.361, 0.204, 0.207, 0.236, 0.166, 0.243, 0.140, 0.418, 0.426]}

---

{"formula": "C4H10N2O2", "method": "the ωB97M-V functional and the def2-TZVPD basis", "homo_energy_ev": -9.95, "gap_ha": 0.38338, "species": ["O", "O", "N", "N", "C", "C", "C", "C", "H", "H", "H", "H", "H", "H", "H", "H", "H", "H"], "coordinates": [[3.03079, 1.78905, 0.27295], [-2.21016, -0.74863, 2.44271], [-3.21808, -0.56313, 0.47033], [2.20732, -0.29627, 0.04874], [-0.78015, -0.95178, 0.56338], [-2.07478, -0.67713, 1.23568], [2.34797, 1.01888, -0.34932], [1.44936, 1.38563, -1.50102], [0.53892, 1.79804, -1.05127], [1.19758, 0.53880, -2.13172], [-4.10441, -0.62588, 0.93440], [1.82302, 2.29991, -1.97837], [0.05530, -0.92922, 1.24961], [1.77525, -0.98560, -0.53087], [2.58125, -0.57974, 0.94392], [-0.61019, -0.07914, -0.08071], [-0.67910, -1.86699, -0.00602], [-3.32987, -0.52679, -0.53241]], "nbo_charge": [-0.597, -0.599, -0.840, -0.844, -0.719, 0.665, 0.676, -0.727, 0.239, 0.216, 0.401, 0.249, 0.247, 0.386, 0.405, 0.221, 0.232, 0.389]}

---

{"formula": "C4H10N2O2", "method": "the ωB97M-V functional and the def2-TZVPD basis", "homo_energy_ev": -8.22, "gap_ha": 0.32874, "species": ["O", "O", "N", "N", "C", "C", "C", "C", "H", "H", "H", "H", "H", "H", "H", "H", "H", "H"], "coordinates": [[-2.36960, 0.25878, 0.92805], [1.22629, -1.10189, -1.50607], [-1.17744, -0.15863, 0.85419], [0.98610, -0.37238, -0.25699], [1.76212, 0.86362, -0.05253], [-0.53940, -0.68917, 2.03839], [-1.04692, 0.42849, -1.58386], [-0.50923, -0.03824, -0.28014], [-1.36711, -0.86005, 2.61799], [0.75463, -1.89001, -1.37980], [1.61437, 1.65726, -0.72145], [-0.07419, -1.52835, 1.77525], [2.72187, 0.53626, -0.19209], [-1.16248, -0.38568, -2.44212], [0.07335, 0.07008, 2.65664], [-0.47253, 1.10808, -2.07895], [-1.97864, 1.02385, -1.26686], [1.55883, 1.07799, 0.89035]], "nbo_charge": [-0.560, -0.584, 0.097, -0.176, -0.406, -0.425, -0.700, 0.311, 0.229, 0.464, 0.179, 0.216, 0.209, 0.242, 0.210, 0.224, 0.265, 0.203]}

---

{"formula": "C4H10N2O2", "method": "the ωB97M-V functional and the def2-TZVPD basis", "homo_energy_ev": -9.29, "gap_ha": 0.19676, "species": ["O", "O", "N", "N", "C", "C", "C", "C", "H", "H", "H", "H", "H", "H", "H", "H", "H", "H"], "coordinates": [[-1.06583, -0.75868, 1.33343], [0.34381, 1.00084, -2.06256], [1.01980, -0.43573, 0.07841], [0.87615, 0.94646, 2.26696], [-0.87596, 0.44185, -1.76151], [-1.01132, -0.99615, -1.05615], [-0.21581, -1.20172, 0.31383], [0.97181, 0.86062, 0.81559], [-2.09496, -1.13788, -0.91242], [1.88711, 1.41963, 0.54951], [-1.38192, 1.10385, -1.05543], [-1.49834, 0.39152, -2.62551], [0.14355, 1.51727, 0.50981], [1.10245, -0.14317, -0.91449], [0.03058, 0.34673, 2.41813], [0.04153, -2.31516, 0.42170], [1.66740, 0.48381, 2.81956], [-0.60517, -1.80673, -1.66600]], "nbo_charge": [-0.543, -0.585, -0.435, -0.816, -0.103, -0.351, 0.200, -0.099, 0.248, 0.215, 0.156, 0.242, 0.221, 0.427, 0.392, 0.250, 0.356, 0.224]}

---

{"formula": "C4H10N2O2", "method": "the ωB97M-V functional and the def2-TZVPD basis", "homo_energy_ev": -9.46, "gap_ha": 0.37759, "species": ["O", "O", "N", "N", "C", "C", "C", "C", "H", "H", "H", "H", "H", "H", "H", "H", "H", "H"], "coordinates": [[-1.65010, -1.70378, -0.01432], [-0.85164, 1.99419, 0.32982], [0.83152, -0.11442, -1.00026], [-1.32047, 0.13056, 1.50792], [0.87893, 0.34703, 0.39297], [-0.49388, 0.91003, 0.73733], [-1.39075, -1.28602, 1.34180], [1.33091, 0.87736, -1.95389], [-0.44201, -1.75161, 1.61994], [-1.03951, -1.23716, -0.61252], [1.58085, 1.12686, 0.66722], [-2.21552, -1.74460, 1.87852], [1.25413, 1.85897, -1.50766], [1.40308, -0.95328, -1.04861], [0.82571, 0.79306, -2.91946], [1.10461, -0.51408, 1.02867], [2.39019, 0.68152, -2.17699], [-2.19606, 0.58537, 1.72953]], "nbo_charge": [-0.746, -0.593, -0.638, -0.646, -0.329, 0.681, 0.082, -0.415, 0.153, 0.485, 0.208, 0.197, 0.214, 0.366, 0.202, 0.201, 0.176, 0.401]}

---

{"formula": "C4H10N2O2", "method": "the ωB97M-V functional and the def2-TZVPD basis", "homo_energy_ev": -9.50, "gap_ha": 0.37057, "species": ["O", "O", "N", "N", "C", "C", "C", "C", "H", "H", "H", "H", "H", "H", "H", "H", "H", "H"], "coordinates": [[-1.56213, 0.66037, -1.10701], [3.68139, -1.64328, -1.46333], [2.78279, -0.61939, 0.26315], [-3.32550, 1.05944, 0.17799], [2.72888, -1.41319, -0.75247], [-4.11066, -0.13048, -0.11636], [4.04816, -0.11714, 0.76770], [-2.19235, 1.39673, -0.35748], [-3.89502, -0.98311, 0.54931], [3.86245, 0.78075, 1.38083], [4.53495, -0.87959, 1.39883], [-3.78414, 1.76831, 0.75564], [-5.16677, 0.15961, 0.01438], [1.88120, -0.40481, 0.69630], [1.68571, -1.79362, -0.87394], [-3.96101, -0.45273, -1.16057], [4.73556, 0.15241, -0.05171], [-1.94350, 2.45973, -0.12126]], "nbo_charge": [-0.633, -0.632, -0.599, -0.591, 0.523, -0.425, -0.428, 0.517, 0.204, 0.202, 0.199, 0.390, 0.203, 0.398, 0.104, 0.230, 0.232, 0.106]}

---

{"formula": "C4H10N2O2", "method": "the ωB97M-V functional and the def2-TZVPD basis", "homo_energy_ev": -8.15, "gap_ha": 0.31423, "species": ["O", "O", "N", "N", "C", "C", "C", "C", "H", "H", "H", "H", "H", "H", "H", "H", "H", "H"], "coordinates": [[-0.76112, -0.05939, -2.13730], [0.34915, -0.70913, 1.69269], [-1.28993, -1.13650, -0.16466], [-0.33156, 1.96775, 1.11110], [0.56208, -0.48875, 0.51267], [0.52667, 1.31604, 0.17179], [-1.43742, -0.08415, -1.13248], [1.67768, -1.09281, -0.28901], [-1.52938, -1.03003, 0.81670], [-2.43444, 0.38139, -1.08008], [-0.27868, 1.50612, 2.01577], [1.80707, -2.14516, -0.02858], [-1.63270, -2.04563, -0.45413], [2.60893, -0.56980, -0.08533], [1.45475, -1.00402, -1.35190], [1.57298, 1.49111, 0.43261], [0.43182, 1.73475, -0.82816], [-1.29588, 1.96821, 0.79830]], "nbo_charge": [-0.509, -0.686, -0.864, -0.835, 0.604, -0.318, 0.551, -0.733, 0.423, 0.132, 0.378, 0.221, 0.415, 0.240, 0.241, 0.191, 0.207, 0.342]}

---

{"formula": "C4H10N2O2", "method": "the ωB97M-V functional and the def2-TZVPD basis", "homo_energy_ev": -7.85, "gap_ha": 0.31142, "species": ["O", "O", "N", "N", "C", "C", "C", "C", "H", "H", "H", "H", "H", "H", "H", "H", "H", "H"], "coordinates": [[-0.76992, -0.43008, -1.08825], [0.61155, 1.48040, -0.96377], [-1.18630, 1.35165, 1.16215], [-1.58156, -0.88156, 1.66150], [1.58108, -0.66688, -1.62225], [0.46208, -0.03070, -0.80283], [0.60842, -0.21658, 0.73021], [-0.81717, 0.07231, 1.11660], [1.57120, -1.74929, -1.47733], [0.10548, 1.64872, -1.76960], [-2.57368, -0.71702, 1.75216], [2.56236, -0.26885, -1.35511], [0.85948, -1.25190, 0.95695], [1.30887, 0.44964, 1.23829], [-0.62474, 1.92856, 0.53044], [-1.34039, -1.82627, 1.40601], [1.39372, -0.46516, -2.67827], [-2.17048, 1.57302, 1.20308]], "nbo_charge": [-0.873, -0.830, -0.765, -0.752, -0.651, 0.539, -0.533, 0.665, 0.205, 0.474, 0.392, 0.203, 0.219, 0.233, 0.451, 0.416, 0.218, 0.388]}

---

{"formula": "C4H10N2O2", "method": "the ωB97M-V functional and the def2-TZVPD basis", "homo_energy_ev": -9.11, "gap_ha": 0.36591, "species": ["O", "O", "N", "N", "C", "C", "C", "C", "H", "H", "H", "H", "H", "H", "H", "H", "H", "H"], "coordinates": [[1.02211, -2.28423, 0.65754], [-2.72993, 0.37471, -0.74051], [-2.28284, -0.28426, 0.45125], [2.42467, -0.53380, 0.61627], [-0.87152, 0.10270, 0.79843], [0.12232, -0.22309, -0.31839], [1.23312, -1.12489, 0.37546], [0.63541, 1.01733, -1.03257], [-0.66949, -0.43026, 1.72812], [-3.34953, 1.04829, -0.43278], [1.04313, 1.74604, -0.33246], [3.16609, -1.09178, 1.00945], [-2.31177, -1.27744, 0.22196], [2.61652, 0.41797, 0.36572], [1.39919, 0.75889, -1.76399], [-0.88921, 1.17607, 0.99946], [-0.36338, -0.88036, -1.04601], [-0.19490, 1.48811, -1.55694]], "nbo_charge": [-0.626, -0.608, -0.335, -0.830, -0.239, -0.334, 0.688, -0.620, 0.222, 0.469, 0.194, 0.405, 0.341, 0.396, 0.214, 0.193, 0.235, 0.236]}

---

{"formula": "C4H10N2O2", "method": "the ωB97M-V functional and the def2-TZVPD basis", "homo_energy_ev": -7.80, "gap_ha": 0.31610, "species": ["O", "O", "N", "N", "C", "C", "C", "C", "H", "H", "H", "H", "H", "H", "H", "H", "H", "H"], "coordinates": [[1.57076, 1.17472, -0.18824], [-1.03967, -0.20464, 2.80126], [1.69517, -0.20276, -2.81414], [-1.48075, -0.95050, 0.08690], [0.66332, -0.39370, -2.12352], [-0.19241, -0.42684, 0.32128], [-0.40620, 0.65152, 1.90831], [0.34580, 0.63541, -0.48342], [0.57803, 0.91006, 2.29212], [-0.34765, 1.42250, -0.77221], [-0.06608, -1.11313, -2.52260], [-1.78298, -0.61170, 2.33208], [-1.46868, -1.87657, -0.31709], [-2.08833, -0.33528, -0.43917], [2.18398, 0.46408, 0.04200], [-1.00440, 1.53904, 1.67119], [2.31954, 0.50845, -2.41932], [0.52056, -1.19067, 0.62458]], "nbo_charge": [-0.690, -0.726, -0.635, -0.850, 0.046, -0.092, -0.074, 0.102, 0.175, 0.193, 0.154, 0.477, 0.381, 0.373, 0.477, 0.146, 0.337, 0.206]}

---

{"formula": "C4H10N2O2", "method": "the ωB97M-V functional and the def2-TZVPD basis", "total_charge": 1, "homo_energy_ev": [-13.13, -13.13], "gap_ha": [0.32117, 0.14749], "s_squared": 0.754, "multiplicity": 2, "species": ["O", "O", "N", "N", "C", "C", "C", "C", "H", "H", "H", "H", "H", "H", "H", "H", "H", "H"], "coordinates": [[-0.88721, 2.20288, 0.44622], [2.37424, -1.28288, 0.00521], [-0.05129, 1.90780, -1.64649], [1.19099, -0.35907, 1.59237], [-1.06153, 1.89528, -0.71137], [1.59207, -1.46158, 0.97346], [-2.39407, 1.53761, -1.27103], [1.28278, -2.85966, 1.37630], [2.05066, -3.49483, 0.92669], [0.69167, 2.58922, -1.52237], [-2.85639, 2.28378, -1.91134], [-3.05188, 1.13068, -0.50387], [0.35604, -3.23539, 0.92538], [0.37419, -0.31476, 2.19887], [-2.29791, 0.68643, -1.96191], [1.66959, 0.45017, 1.19335], [-0.16159, 1.45650, -2.53306], [1.17963, -3.13220, 2.42360]], "mulliken_spin": [0.001, 0.903, 0.002, 0.073, 0.000, -0.026, 0.000, 0.038, 0.004, 0.000, 0.000, 0.000, -0.003, 0.000, 0.000, -0.001, 0.000, 0.010]}

---

{"formula": "C4H10N2O3", "method": "the ωB97M-V functional and the def2-TZVPD basis", "homo_energy_ev": -10.05, "gap_ha": 0.39657, "species": ["O", "O", "O", "N", "N", "C", "C", "C", "C", "H", "H", "H", "H", "H", "H", "H", "H", "H", "H"], "coordinates": [[1.35601, 1.55727, -0.10059], [-1.29763, -0.36841, -1.27944], [-1.36168, 1.47197, 0.11130], [1.54506, -0.12390, -1.61367], [2.96169, -0.05950, 0.17477], [-2.77214, -0.34813, 0.65124], [-1.44034, 0.09174, 0.05279], [1.86977, 0.51969, -0.47141], [2.94766, -0.47975, 1.35227], [-2.00346, 0.03778, -1.79922], [0.63009, 0.05816, -2.00673], [-2.81108, -0.05928, 1.69824], [-0.43505, 1.75920, -0.01297], [-2.88267, -1.42621, 0.56323], [2.06210, -0.50213, 1.99102], [3.87097, -0.85952, 1.77031], [-3.58496, 0.14598, 0.12370], [-0.60932, -0.38932, 0.59125], [1.95497, -1.02561, -1.79609]], "nbo_charge": [-0.661, -0.753, -0.747, -0.810, -0.457, -0.641, 0.372, 0.763, 0.020, 0.472, 0.430, 0.221, 0.512, 0.213, 0.157, 0.174, 0.209, 0.128, 0.397]}